--- i ---
Density functional theory data (ωB97M-V/def2-TZVPD) for a cluster of 2 separate species, C5H6O2S in total.

Last column: Mulliken charge in e.
Geometry (Å):
C -0.0605 -0.8340 0.5658  -0.460
C 0.8399 -0.4408 -0.6712  -0.048
C 0.4864 0.5791 0.2517  0.806
C -0.4967 1.5301 -0.2118  -1.075
C -1.2147 2.4098 -0.5805  0.229
H -2.4871 -0.7658 1.2895  0.147
H 0.3648 -1.3493 1.3289  0.440
H 0.5300 -0.3284 -1.8380  0.345
H 2.2986 -1.8817 -1.5190  0.384
H 2.1969 0.1186 1.0905  0.380
H -2.0598 3.1258 -0.6682  0.400
O 2.2431 -0.7997 -0.6039  -0.676
O 1.4848 0.9660 1.0833  -0.607
S -1.7496 -1.2322 0.0223  -0.266

Spin multiplicity: 1
HOMO level: -8.867 eV
Net charge: 0
Frontier orbital gap: 8.1 eV

---

--- ii ---
Density functional theory data (ωB97M-V/def2-TZVPD) for an isolated molecule of C5H6O2S.

Last column: Mulliken charge in e.
Geometry (Å):
C -1.9297 0.8840 0.2273  -0.341
C 0.1599 -0.6557 -0.2404  0.254
C 0.3705 0.6212 -0.3481  -0.028
C 1.6814 1.0814 0.2079  -0.129
C 1.4732 -1.2700 0.0021  -0.309
H -2.2297 1.0276 1.2224  0.339
H -2.7541 1.0569 -0.5338  0.280
H 1.5707 1.7515 1.1729  0.216
H 2.3690 1.4206 -0.7225  0.211
H 1.9757 -1.9493 -0.8481  0.180
H 1.4745 -2.0092 0.7796  0.267
O 2.3061 -0.1146 0.1505  -0.361
O -0.7214 1.5424 -0.2554  -0.395
S -1.6010 -1.0429 0.0422  -0.183

Spin multiplicity: 1
HOMO level: -8.259 eV
SMILES: C1OC2=C(COC2)S1
Net charge: 0
Frontier orbital gap: 9.0 eV

---

Short version: i is the least stable of them.

---

--- i ---
Density functional theory data (ωB97M-V/def2-TZVPD) for a cluster of 2 separate species, C8H12N in total.

Last column: Mulliken charge in e.
Geometry (Å):
C 2.6773 1.1268 2.1095  -1.240
C 2.8076 0.5457 0.9379  0.083
C 3.4159 -0.3967 -1.5002  -1.388
C 0.2420 -1.0822 0.5315  -0.320
C 3.0739 0.1068 -0.1852  1.090
C -4.2530 -0.3711 -0.1485  -0.972
C -3.1397 -0.1281 -1.1544  -0.431
C -1.6992 -0.2990 -0.7813  0.234
N -0.8101 -0.6618 -0.1038  0.055
H 3.4051 0.9039 3.0217  0.254
H 2.6961 -0.2612 -2.1657  0.406
H 4.2968 0.0357 -1.7811  0.340
H 0.5463 -2.0540 0.2888  0.337
H 0.9154 -0.5562 1.1718  0.255
H -4.4944 -1.4559 0.0244  0.316
H -4.0398 0.0935 0.8347  0.340
H -5.1942 0.1808 -0.5355  0.293
H -3.0318 0.8891 -1.5218  0.323
H -3.3163 -0.6761 -2.0117  0.381
H 3.4162 -1.5051 -1.2809  0.283
H 1.7269 1.6048 2.2620  0.361

Spin multiplicity: 1
HOMO level (spin up / spin down): -12.894 / -10.949 eV
Net charge: +1
Frontier orbital gap (spin up / spin down): 9.1 / 4.6 eV

---

--- ii ---
Density functional theory data (ωB97M-V/def2-TZVPD) for the ion C8H12N with charge +1.

Last column: Mulliken charge in e.
Geometry (Å):
C 1.5702 -0.3435 -0.9641  -0.216
C -1.2206 1.8975 -0.8407  -0.973
C -1.3405 0.9637 0.0754  -0.566
C 2.1247 0.7229 -0.0627  -0.376
C 1.1745 0.7415 1.1171  -0.891
C -0.4134 -1.5169 0.5288  0.093
C -0.1529 0.1116 0.5155  0.568
C -1.6620 -1.9255 -0.1118  -1.243
N 0.4472 -0.7559 -0.4647  0.066
H 1.9929 -1.0110 -1.6652  0.464
H -2.0294 2.4492 -1.0515  0.393
H -0.3348 2.1048 -1.3855  0.206
H -2.1882 0.8538 0.6518  0.587
H 3.1077 0.4165 0.2846  0.339
H 2.1074 1.7630 -0.5096  0.299
H 1.5268 0.0604 1.8620  0.387
H 1.0287 1.7574 1.6924  0.296
H 0.1481 -2.1767 1.1479  0.516
H -1.4798 -2.9520 -0.5521  0.392
H -1.8502 -1.1520 -0.9408  0.367
H -2.5563 -2.0089 0.6733  0.291

Spin multiplicity: 1
HOMO level: -14.217 eV
SMILES: C=C[C@]12CCC=[N+]1[C@@H]2C
Net charge: +1
Frontier orbital gap: 9.1 eV

---

Short version: i is the least stable of them.

---

--- i ---
Density functional theory data (ωB97M-V/def2-TZVPD) for a cluster of 2 separate species, C3H9NO2S in total.

Last column: Mulliken charge in e.
Geometry (Å):
O -1.2006 2.9592 0.8174  -0.476
C -0.7667 2.4579 -0.2412  -0.217
C -0.2261 1.1140 -0.5297  0.917
C -1.0562 0.1461 -1.4410  -1.269
S -1.7629 -1.6634 -1.3974  -0.148
N 1.0637 1.2161 -1.2315  -0.738
H -0.5806 3.1098 -1.2332  0.249
H -0.0669 0.6847 0.5888  0.214
H -0.8189 0.1490 -2.5489  0.519
H -2.0434 0.5934 -1.5008  0.310
H -0.6027 -2.2775 -1.3927  0.111
H 1.7594 1.5524 -0.5118  0.266
H 1.2226 0.1811 -1.6097  0.261
H 3.9496 -3.2150 5.4206  0.330
H 4.1550 -2.4739 4.0500  0.325
O 4.4605 -3.2729 4.5562  -0.655

Spin multiplicity: 1
HOMO level: -9.621 eV
SMILES: N[C@@H](C=O)CS.O
Net charge: 0
Frontier orbital gap: 9.8 eV

---

--- ii ---
Density functional theory data (ωB97M-V/def2-TZVPD) for a cluster of 2 separate species, C3H9NO2S in total.

Last column: Mulliken charge in e.
Geometry (Å):
C -1.0822 -1.6258 1.3381  -0.958
C -1.1320 -0.3866 0.4339  -0.230
C 3.1302 -0.6735 -1.3970  0.011
N 0.2044 1.6384 0.3265  -0.279
O 3.0700 -1.0264 -2.5564  -0.390
O -0.5763 0.8133 1.1207  -0.307
S -0.5682 2.9127 -0.2746  -0.032
H -0.1437 -1.9642 1.2479  0.274
H -1.2782 -1.1664 2.3769  0.270
H -1.7627 -2.2484 0.8374  0.324
H -2.2109 -0.0514 0.0590  0.201
H -0.6228 -0.4160 -0.5334  0.373
H 2.6770 0.3334 -1.1440  0.172
H 3.2064 -1.3652 -0.4761  0.189
H -1.0640 2.5913 -1.6096  0.153
H -1.8470 2.6349 0.2508  0.227

Spin multiplicity: 1
HOMO level: -8.351 eV
Net charge: 0
Frontier orbital gap: 8.7 eV

---

Short version: ii is the least stable of them.

---

--- i ---
Density functional theory data (ωB97M-V/def2-TZVPD) for a structure of composition C3H3IS.

Last column: Mulliken charge in e.
Geometry (Å):
C 0.0085 1.3189 0.1426  -0.228
C -0.4338 0.9842 -0.9295  -0.413
C 1.8598 -0.4954 -0.7033  -0.211
S 1.5935 -2.0521 -0.0416  -0.061
I 3.6594 0.2533 0.0881  0.023
H 0.2264 1.4528 1.1562  0.426
H -1.0554 0.7873 -1.8761  0.302
H 0.3611 -2.2893 -0.6755  0.162

Spin multiplicity: 1
HOMO level: -8.308 eV
Net charge: 0
Frontier orbital gap: 7.8 eV

---

--- ii ---
Density functional theory data (ωB97M-V/def2-TZVPD) for a cluster of 2 separate species, C3H3IS in total.

Last column: Mulliken charge in e.
Geometry (Å):
C 1.3036 -1.8902 1.6710  0.318
C 1.1131 -1.1370 0.7711  -0.299
C 0.7902 -0.3489 -0.2715  -0.968
S -2.1206 3.8611 -0.0505  -0.192
I -1.0594 0.5504 -0.5295  0.151
H 1.4392 -2.6523 2.3230  0.482
H 1.6639 -0.1680 -0.9443  0.375
H -0.8149 3.4706 -0.2431  0.132

Spin multiplicity: 1
HOMO level (spin up / spin down): -9.830 / -8.251 eV
Net charge: 0
Frontier orbital gap (spin up / spin down): 8.7 / 5.8 eV

---

--- iii ---
Density functional theory data (ωB97M-V/def2-TZVPD) for an isolated molecule of C3H3IS.

Last column: Mulliken charge in e.
Geometry (Å):
C 0.5329 0.2664 0.3469  0.035
C 0.5362 1.7430 0.1341  -0.343
C -0.5028 -0.6977 -0.0949  -0.876
S 1.5392 1.2055 -1.1087  -0.029
I -2.3705 0.2467 -0.6439  0.094
H 1.2163 -0.1189 1.1993  0.316
H -0.8232 -1.1805 0.8637  0.352
H -0.1280 -1.4644 -0.6964  0.450

Spin multiplicity: 1
HOMO level: -8.752 eV
Net charge: 0
Frontier orbital gap: 8.4 eV

---

Short version: i is the least stable of them.